Molecular formula: C50H43N4PS6Ti
Method: DFT, ωB97M-V/def2-TZVPD

XYZ file:
```
105
Properties=species:S:1:pos:R:3
Ti 1.144 0.345 -1.255
C -3.180 3.764 -2.083
C -4.017 2.710 -2.796
C -4.046 3.038 -4.298
C -5.449 2.771 -2.239
C -3.435 1.309 -2.625
C -4.183 0.227 -3.087
C -3.683 -1.059 -3.094
C -2.408 -1.280 -2.614
S -1.540 -2.798 -2.647
C -0.007 -1.937 -2.148
N -0.388 -0.640 -1.562
C -1.659 -0.239 -2.060
C -2.171 1.062 -2.086
C 2.194 -2.328 -0.957
C 3.048 -2.916 -0.035
C 4.283 -2.349 0.249
C 4.654 -1.143 -0.332
C 3.843 -0.562 -1.294
C 2.661 -1.216 -1.697
H -3.649 4.744 -2.194
H -2.172 3.828 -2.494
H -3.110 3.541 -1.014
H -4.466 4.035 -4.455
H -4.657 2.320 -4.847
H -3.038 3.019 -4.720
H -5.805 3.803 -2.258
H -5.484 2.413 -1.208
H -6.143 2.175 -2.832
H -5.181 0.388 -3.474
H -4.275 -1.881 -3.477
H -1.565 1.868 -1.698
H 2.732 -3.814 0.484
H 4.938 -2.826 0.968
H 5.585 -0.667 -0.053
H 4.159 0.314 -1.847
C 1.443 -2.709 -4.060
C 0.891 -1.517 -3.339
N 1.894 -0.640 -2.700
C 0.827 -2.907 -1.293
C 1.114 -4.151 -2.111
C 1.482 -3.922 -3.478
C 1.209 -5.462 -1.624
C 1.069 -6.094 -0.405
C 0.701 -5.694 0.942
C 0.965 -6.595 1.981
C 0.655 -6.210 3.268
N 0.072 -5.042 3.539
C -0.185 -4.272 2.487
N 0.111 -4.519 1.217
H 1.756 -2.574 -5.087
H 0.318 -0.896 -4.026
H 0.298 -3.186 -0.384
H 1.809 -4.779 -4.057
H 1.504 -6.159 -2.403
H 1.312 -7.150 -0.451
H 1.412 -7.559 1.777
H 0.871 -6.848 4.118
H -0.691 -3.334 2.696
C -0.209 6.544 0.291
S -0.140 4.863 -0.378
C 1.570 4.548 -0.419
C 2.079 3.489 -1.083
S 1.193 2.466 -2.204
S 3.824 3.305 -0.980
C 4.143 4.670 0.044
S 5.615 5.083 0.593
S 2.700 5.566 0.427
H -1.266 6.779 0.392
H 0.257 7.244 -0.400
H 0.266 6.586 1.270
C 1.953 -2.125 4.709
C 2.781 -1.915 3.619
C 2.333 -1.147 2.551
C 1.056 -0.613 2.558
C 0.231 -0.808 3.665
C 0.683 -1.562 4.735
P 0.578 0.540 1.223
C 1.078 2.046 2.130
C 2.441 2.336 2.069
C 2.992 3.296 2.902
C 2.176 3.991 3.783
C 0.817 3.718 3.835
C 0.266 2.733 3.025
C -1.240 0.398 1.228
C -2.097 1.490 1.177
C -3.473 1.293 1.117
C -3.994 0.013 1.075
C -3.137 -1.085 1.091
C -1.771 -0.894 1.170
H 2.295 -2.724 5.544
H 3.777 -2.340 3.594
H 2.982 -0.940 1.717
H -0.763 -0.378 3.688
H 0.040 -1.716 5.593
H 3.076 1.788 1.380
H 4.054 3.504 2.862
H 2.604 4.742 4.436
H 0.182 4.257 4.526
H -0.784 2.491 3.116
H -1.698 2.495 1.171
H -4.132 2.152 1.098
H -5.066 -0.136 1.031
H -3.536 -2.091 1.038
H -1.106 -1.751 1.168
```

Summary:
energy relative to the best compared isomer or geometry (same formula, charge and spin)	2.536	eV
HOMO level (alpha / beta)	-0.36373 / -0.36443	hartree
E_tot	-5729.930134	Eh
LUMO (alpha / beta)	-3.49 / -4.02	eV
total charge	+1
spin multiplicity	2
max |F|	1.6	eV/A

Mulliken atomic charge list, values in e, 4 entries: -0.6710 -1.7465 1.8446 -1.8175